{
  "formula": "C24H58BrN3O8P",
  "method": "wB97M-V/def2-TZVPD",
  "symbols": ["N", "C", "N", "C", "C", "P", "O", "Br", "C", "C", "C", "C", "C", "O", "C", "O", "N", "H", "H", "H", "H", "H", "H", "H", "H", "H", "H", "H", "H", "H", "H", "H", "H", "H", "H", "C", "C", "C", "O", "H", "H", "H", "H", "H", "H", "H", "H", "C", "C", "C", "O", "H", "H", "H", "H", "H", "H", "H", "H", "C", "C", "C", "O", "H", "H", "H", "H", "H", "H", "H", "H", "C", "C", "C", "O", "H", "H", "H", "H", "H", "H", "H", "H", "C", "C", "C", "O", "H", "H", "H", "H", "H", "H", "H", "H"],
  "xyz": [[-2.07393, -5.47063, 0.47422], [-2.65202, -4.31995, 0.80612], [-3.68351, -4.25871, 1.67663], [-4.07192, -2.84865, 1.84795], [-2.88411, -1.99532, 2.38813], [-3.43510, -0.20081, 2.32627], [-4.75417, -0.18945, 3.33953], [-4.28421, 0.26356, 0.29934], [-1.66778, -2.37749, 1.50604], [-0.66157, -1.23664, 1.18738], [-0.74613, -0.75901, -0.29417], [-0.07919, 0.61556, -0.50768], [-0.46162, 1.23280, -1.86388], [-0.44526, 0.25497, -2.92571], [-1.56155, 0.27554, -3.67008], [-1.99728, -0.69820, -4.13374], [-2.16802, -3.11411, 0.29179], [-1.74435, -5.58018, -0.47535], [-1.92579, -6.15250, 1.20699], [-4.47106, -4.80852, 1.33534], [-4.45567, -2.43731, 0.90021], [-4.91632, -2.78001, 2.54766], [-2.65432, -2.34639, 3.40252], [-5.51019, -0.62552, 2.90954], [-1.09771, -3.13334, 2.07876], [-0.68696, -0.40880, 1.90577], [0.34147, -1.68382, 1.27290], [-0.15750, -1.48738, -0.87719], [-1.76408, -0.78452, -0.70432], [1.01215, 0.46700, -0.54943], [-0.26506, 1.30186, 0.34024], [-1.43084, 1.75127, -1.79081], [0.28864, 1.99874, -2.10424], [-2.07938, 1.22810, -3.90373], [-1.35014, -3.39331, -0.25235], [1.58404, 2.47121, 4.32004], [1.65985, 2.83866, 2.84606], [2.17907, 4.25380, 2.65604], [0.36186, 2.71839, 2.25525], [0.89794, 3.13772, 4.85009], [1.20172, 1.45587, 4.44343], [2.56490, 2.53418, 4.79376], [2.31276, 2.13561, 2.32549], [1.51219, 4.97897, 3.13215], [2.22027, 4.50796, 1.59623], [3.17785, 4.36827, 3.07969], [-0.22745, 3.33514, 2.70557], [-0.09311, 5.08997, -6.03263], [0.76745, 4.75758, -4.82400], [1.90868, 3.82444, -5.19750], [-0.03924, 4.14814, -3.81299], [-0.54346, 4.18344, -6.44802], [-0.91222, 5.75234, -5.74876], [0.49319, 5.57574, -6.81400], [1.17015, 5.67687, -4.39677], [1.52259, 2.87710, -5.58587], [2.51242, 3.58744, -4.31980], [2.55448, 4.27240, -5.95416], [-0.40254, 3.33342, -4.17893], [5.85512, 6.38887, 3.97373], [6.36610, 5.07983, 3.39075], [7.88474, 5.01169, 3.43383], [5.91725, 4.94765, 2.04146], [6.22982, 7.24031, 3.39898], [4.76522, 6.42876, 3.92926], [6.16616, 6.50746, 5.01306], [5.94547, 4.24076, 3.94869], [8.32468, 5.81895, 2.84174], [8.23791, 4.07254, 3.00533], [8.25575, 5.08961, 4.45719], [6.28132, 5.68293, 1.53466], [2.68416, -6.15900, -0.70875], [2.39147, -5.01509, 0.24790], [1.62056, -5.49106, 1.46895], [1.63624, -4.00549, -0.43217], [1.75413, -6.60631, -1.07490], [3.22899, -5.79776, -1.58123], [3.27645, -6.93697, -0.22548], [3.32718, -4.55454, 0.56530], [0.65369, -5.91598, 1.17721], [1.41211, -4.65416, 2.13949], [2.17851, -6.24839, 2.02050], [0.80973, -4.40809, -0.72048], [-5.84819, -4.17897, -3.15341], [-5.70160, -2.93366, -2.29512], [-4.31868, -2.32093, -2.43400], [-5.94206, -3.27070, -0.92156], [-5.12706, -4.94565, -2.85002], [-6.84257, -4.61170, -3.03495], [-5.69021, -3.95215, -4.20820], [-6.45679, -2.20101, -2.58143], [-3.54871, -3.02712, -2.10507], [-4.22826, -1.42873, -1.80588], [-4.11075, -2.03848, -3.46498], [-5.27680, -3.92094, -0.67144]],
  "forces_ev_per_a": [[-0.47, -0.16, -0.11], [-0.15, 1.47, -0.49], [0.48, 0.79, -1.16], [-0.74, 0.84, 1.14], [-1.46, -1.40, -1.88], [0.90, 1.44, 1.73], [0.39, -0.69, -1.42], [-0.14, -0.52, 0.35], [0.49, 0.94, 1.32], [0.40, -0.59, -1.27], [0.46, 0.00, 0.26], [0.24, -0.56, -0.41], [0.66, 1.16, 0.70], [-0.45, 0.63, 0.70], [0.49, 1.69, 0.36], [-1.12, -2.92, -1.41], [0.38, -2.05, 0.43], [0.50, -0.24, 0.39], [-0.43, -0.38, -0.53], [0.26, -0.63, 0.70], [0.37, -0.21, 0.13], [0.32, -0.39, -0.05], [-0.25, 0.79, 0.04], [-0.09, 0.18, 0.42], [-0.15, 0.35, -0.02], [-0.41, -0.23, -0.10], [-0.23, 0.23, 0.17], [-0.37, 0.19, -0.03], [0.12, 0.15, 0.29], [-0.27, -0.02, 0.26], [-0.10, -0.11, -0.61], [0.11, -0.38, -0.19], [-0.27, -0.09, -0.02], [0.60, 0.33, 0.66], [-0.02, 0.66, -0.12], [0.00, -0.25, 0.01], [-0.18, 0.53, 0.45], [0.09, 0.04, -0.19], [-0.04, -0.34, -0.23], [0.08, 0.09, -0.03], [0.06, -0.01, -0.02], [-0.03, 0.02, 0.01], [-0.16, -0.04, -0.11], [0.01, -0.08, 0.12], [0.08, -0.05, 0.02], [0.00, 0.03, -0.05], [0.08, -0.01, -0.03], [-0.12, 0.20, 0.05], [-0.11, -0.49, -0.49], [0.17, 0.01, 0.17], [0.00, 0.13, 0.33], [0.13, -0.04, -0.02], [0.06, 0.03, 0.01], [-0.02, -0.03, -0.01], [-0.11, -0.06, 0.17], [-0.05, 0.07, -0.10], [0.01, 0.07, -0.02], [-0.01, -0.04, 0.00], [0.06, 0.09, -0.09], [-0.22, -0.04, 0.10], [0.36, 0.61, -0.20], [0.07, -0.24, 0.03], [-0.21, -0.28, 0.04], [0.11, -0.04, 0.03], [0.02, -0.04, 0.04], [0.00, 0.03, -0.02], [-0.07, -0.05, -0.17], [-0.06, 0.08, 0.08], [-0.04, -0.01, 0.05], [0.02, 0.02, -0.03], [-0.01, -0.05, 0.06], [0.17, 0.06, -0.10], [-0.45, -0.52, -0.15], [0.05, 0.20, 0.22], [0.00, 0.39, 0.20], [-0.02, -0.04, 0.11], [0.03, 0.01, 0.06], [-0.03, -0.01, -0.02], [-0.09, 0.19, -0.09], [0.09, -0.12, -0.11], [0.09, -0.01, 0.02], [-0.05, -0.01, 0.01], [0.19, -0.12, -0.14], [-0.27, -0.03, -0.01], [0.60, -0.37, -0.22], [-0.13, 0.30, 0.03], [-0.22, 0.20, 0.35], [0.10, 0.08, -0.04], [0.00, 0.06, -0.04], [0.03, -0.03, 0.02], [-0.09, -0.03, 0.24], [-0.02, -0.06, -0.11], [-0.01, -0.20, -0.18], [0.07, -0.03, 0.00], [-0.05, -0.05, -0.28]],
  "mulliken_charge": [-0.276, -0.020, -0.197, -1.178, 0.316, 0.139, -0.494, -0.121, -0.010, -1.238, 0.413, -0.832, -0.581, -0.314, 0.117, -0.426, 0.165, 0.271, 0.274, 0.411, 0.417, 0.342, 0.561, 0.343, 0.126, 0.465, 0.393, 0.323, -0.270, 0.406, 0.146, 0.462, 0.416, 0.379, 0.179, -1.354, 0.544, -1.121, -0.476, 0.354, 0.314, 0.363, 0.247, 0.387, 0.321, 0.119, 0.300, -1.235, 0.358, -1.215, -0.474, 0.307, 0.314, 0.387, 0.297, 0.286, 0.308, 0.410, 0.251, -1.179, 0.471, -1.389, -0.543, 0.326, 0.283, 0.366, 0.277, 0.349, 0.333, 0.373, 0.349, -1.269, 0.270, -0.941, -0.443, 0.308, 0.325, 0.408, 0.320, 0.047, 0.248, 0.458, 0.299, -1.352, 0.097, -0.537, -0.544, 0.306, 0.346, 0.402, 0.377, 0.006, -0.156, 0.622, 0.284],
  "total_charge": 1,
  "lumo_energy_ev": -3.65,
  "e_homo_ev": -11.551,
  "total_energy_ha": -4630.56471,
  "orbital_gap_ev": 7.900
}

***

{
  "formula": "C18H27BrN2O6PS",
  "method": "wB97M-V/def2-TZVPD",
  "symbols": ["C", "C", "O", "O", "C", "C", "C", "C", "C", "C", "C", "C", "C", "O", "O", "P", "O", "O", "S", "C", "C", "N", "C", "C", "C", "N", "C", "C", "Br", "H", "H", "H", "H", "H", "H", "H", "H", "H", "H", "H", "H", "H", "H", "H", "H", "H", "H", "H", "H", "H", "H", "H", "H", "H", "H", "H"],
  "xyz": [[-2.86001, 4.71089, 2.91337], [-2.17929, 3.69194, 3.83790], [-2.81885, 3.04683, 4.62370], [-0.80223, 3.61396, 3.72046], [-0.36102, 2.28965, 3.39996], [-0.07962, 2.03712, 1.88862], [-0.81224, 3.01011, 0.91870], [-0.16613, 2.84955, -0.50405], [-1.08286, 2.11123, -1.50961], [-0.31662, 1.22113, -2.54057], [0.37124, 0.03161, -1.89756], [-0.32099, -1.17057, -1.58721], [-1.78271, -1.37716, -1.90434], [-2.33575, -0.86286, -2.83165], [-2.51945, -2.28443, -1.10290], [-3.53986, -1.56880, -0.05208], [-3.99514, -2.74514, 0.95668], [-4.88244, -1.11161, -0.76385], [-2.71221, -0.16193, 0.97994], [0.38581, -2.18834, -0.98310], [1.73203, -2.08202, -0.67556], [2.31560, -3.16566, -0.02884], [2.86464, -4.06642, -0.77896], [2.40650, -5.51495, -0.69437], [4.02247, -3.80334, -1.76056], [2.36709, -0.93313, -0.98119], [3.79268, -0.75830, -0.64375], [1.71405, 0.09747, -1.59233], [2.75564, 1.64507, -2.01639], [-3.66779, 5.19255, 3.46937], [-2.11121, 5.43237, 2.56023], [-3.26876, 4.20534, 2.03023], [-1.04144, 1.51627, 3.78036], [0.59144, 2.14645, 3.92834], [-0.38390, 1.02214, 1.59102], [1.00037, 2.15789, 1.71357], [-1.89062, 2.82995, 0.86965], [-0.55518, 4.01782, 1.26601], [0.73040, 2.23493, -0.35283], [0.17692, 3.82866, -0.86603], [-1.67242, 2.83646, -2.09137], [-1.81104, 1.52526, -0.93383], [-1.04750, 0.92869, -3.30017], [0.39448, 1.88146, -3.05191], [-3.17785, -3.01945, 1.40217], [-5.61528, -1.14167, -0.12697], [-0.16114, -3.09493, -0.73083], [1.42868, -5.65566, -1.17015], [2.43553, -5.85004, 0.35275], [3.11295, -6.16419, -1.22934], [4.46413, -4.72700, -2.13425], [4.77676, -3.26587, -1.16968], [3.65672, -3.13303, -2.55281], [3.97391, 0.14403, -0.05860], [4.39028, -0.80550, -1.56039], [4.11123, -1.60482, -0.02502]],
  "forces_ev_per_a": [[0.92, 0.02, 0.31], [-0.97, 0.57, 0.06], [0.71, -0.12, -0.41], [-0.90, -0.49, -0.71], [0.88, -1.05, 0.07], [-0.70, 0.77, -0.12], [1.61, -0.09, -0.39], [-0.48, -0.44, 0.46], [0.16, 0.30, 0.04], [-0.59, 0.80, 0.11], [-0.78, 0.66, -0.84], [0.77, 0.02, 0.58], [-1.06, 0.53, -1.17], [0.65, -0.41, 0.79], [0.12, 0.62, 0.01], [-0.17, 0.85, 2.20], [0.50, 0.04, -1.57], [0.56, -1.04, -0.17], [0.25, -0.20, -0.55], [-1.30, -0.26, -0.19], [0.89, 0.08, 0.65], [-1.23, -0.41, -1.38], [0.71, -1.08, -0.24], [1.59, -0.14, 0.60], [-1.02, 0.56, 0.64], [0.54, 0.62, 0.17], [0.64, -0.97, 0.42], [0.05, 0.36, -0.03], [-0.27, -0.74, 0.05], [0.15, -0.07, -0.19], [-0.37, -0.05, 0.13], [0.04, -0.01, 0.33], [-0.11, 0.50, 0.07], [-0.33, 0.10, 0.02], [0.33, 0.09, 0.37], [-0.29, -0.07, 0.00], [0.18, 0.19, 0.19], [-0.63, -0.13, -0.03], [-0.13, 0.27, -0.06], [-0.16, -0.32, -0.16], [0.16, -0.21, 0.15], [0.22, -0.08, -0.28], [0.34, -0.31, 0.24], [0.00, -0.43, 0.16], [-0.32, -0.14, 0.39], [-0.06, 0.09, -0.18], [0.44, 0.11, 0.12], [0.02, 0.33, 0.39], [-0.57, 0.11, -0.24], [-0.25, 0.19, 0.10], [-0.27, 0.25, -0.19], [-0.07, -0.13, -0.34], [0.37, -0.25, -0.09], [-0.23, -0.01, -0.37], [-0.17, 0.39, 0.20], [-0.36, 0.20, -0.10]],
  "nbo_charge": [-0.727, 0.811, -0.551, -0.541, -0.080, -0.428, -0.408, -0.393, -0.404, -0.453, -0.024, -0.027, 0.786, -0.452, -0.803, 2.045, -0.956, -0.961, -0.640, -0.215, 0.434, -0.545, 0.524, -0.700, -0.720, -0.322, -0.429, 0.185, 0.179, 0.247, 0.228, 0.238, 0.200, 0.192, 0.211, 0.190, 0.210, 0.221, 0.174, 0.216, 0.225, 0.225, 0.267, 0.234, 0.516, 0.535, 0.263, 0.258, 0.267, 0.228, 0.253, 0.245, 0.241, 0.253, 0.239, 0.241],
  "total_charge": 1,
  "lumo_energy_ev": -4.60,
  "e_homo_ev": -11.912,
  "total_energy_ha": -4576.40827,
  "smiles": "CC(=O)OCCCCCCc1c(C(=O)OP(O)(O)=S)cc(N=C(C)C)[n+](C)c1Br",
  "orbital_gap_ev": 7.315
}

***

{
  "formula": "C4H7NO2",
  "method": "wB97M-V/def2-TZVPD",
  "symbols": ["O", "C", "C", "C", "N", "C", "O", "H", "H", "H", "H", "H", "H", "H"],
  "xyz": [[-0.89953, -0.52010, -3.33804], [-0.16967, -0.12851, -2.46494], [-0.46731, -0.34337, -0.99679], [0.44775, 0.49878, -0.10519], [-0.02779, 0.53587, 1.26271], [0.62162, -0.16040, 2.24055], [0.42207, -0.02507, 3.42828], [0.70716, 0.48125, -2.75881], [-1.52249, -0.09557, -0.95232], [-0.41709, -1.39927, -0.73494], [1.45813, 0.10139, -0.13286], [0.43888, 1.51521, -0.50396], [-0.62530, 1.22376, 1.70309], [1.50962, -0.72995, 1.90897]],
  "forces_ev_per_a": [[0.06, -0.11, 0.05], [-0.23, -0.18, -0.38], [0.40, 0.05, -0.55], [-1.49, 0.36, -0.17], [0.72, -0.85, 1.09], [0.98, 0.82, 0.48], [-0.48, -0.23, -0.18], [0.19, -0.03, 0.27], [-0.19, 0.30, 0.54], [0.15, -0.14, -0.12], [0.14, 0.09, 0.07], [0.33, 0.04, 0.07], [-0.19, 0.20, -0.81], [-0.38, -0.32, -0.38]],
  "nbo_charge": [-0.507, 0.436, -0.529, -0.215, -0.631, 0.527, -0.599, 0.106, 0.243, 0.239, 0.208, 0.203, 0.415, 0.103],
  "lumo_energy_ev": 0.77,
  "e_homo_ev": -9.849,
  "total_energy_ha": -361.83452,
  "smiles": "O=CCCNC=O",
  "orbital_gap_ev": 10.618,
  "relative_energy_kcal_mol": 29.1
}